No. 1
# C3H9N2S

A 2-piece molecular cluster, C3H9N2S overall (the ωB97M-V functional and the def2-TZVPD basis, the OMol25 dataset).

Each line ends with the natural charge from an NBO analysis.
Atoms and positions in Å:
C -0.26 0.47 0.39  -0.10
C 1.90 -1.01 1.62  -0.83
C -1.32 0.19 -1.80  0.06
N -0.85 0.65 1.56  -0.77
N -0.65 0.47 -2.86  -0.67
S 1.06 -0.46 0.11  0.40
H 2.92 -1.35 1.25  0.28
H 1.25 -1.72 2.25  0.25
H 2.14 -0.08 2.27  0.25
H -2.17 0.87 -1.46  0.23
H -1.48 -0.84 -1.43  0.23
H -0.53 0.02 2.36  0.38
H 0.12 -0.10 -2.99  0.43
H -1.27 1.50 1.91  0.43
H -0.86 1.39 -3.16  0.43

Its net charge is +1. The relative energy (zero: lowest compared OMol25 entry of this formula, charge and spin) is 70.6 kcal/mol. For the HOMO energy, the calculation gives -12.737 eV.

---

No. 2
# C3H9N2S

An isolated ion of composition C3H9N2S and charge +1 (the ωB97M-V functional and the def2-TZVPD basis, the OMol25 dataset).

Each line ends with the natural charge from an NBO analysis.
Atoms and positions in Å:
N -1.27 1.42 0.04  -0.91
C 0.11 0.95 0.47  -0.28
C 0.08 -0.50 0.45  -0.07
N -0.41 -0.87 -1.13  -0.72
C 1.46 -1.11 0.71  -0.34
S 2.80 -0.53 0.04  0.22
H -1.36 2.29 -0.49  0.41
H -2.02 1.20 0.75  0.39
H 0.80 1.35 -0.38  0.23
H 0.48 1.43 1.33  0.25
H -0.60 -1.01 1.18  0.25
H 0.41 -0.94 -1.76  0.45
H -1.08 -1.67 -1.10  0.45
H -0.94 -0.12 -1.48  0.45
H 1.54 -1.89 1.38  0.22

Its net charge is +1. The relative energy (zero: lowest compared OMol25 entry of this formula, charge and spin) is 47.9 kcal/mol. For the HOMO energy, the calculation gives -13.296 eV.

---

No. 3
# C3H9N3

An isolated ion of composition C3H9N3 and charge -1 (the ωB97M-V functional and the def2-TZVPD basis, the OMol25 dataset).

Each line ends with the natural charge from an NBO analysis.
Atoms and positions in Å:
C -0.28 2.23 0.47  -0.73
C 0.38 0.96 -0.07  -0.62
N -0.59 -0.16 0.17  -0.64
C -0.31 -1.42 -0.31  0.45
N 0.97 -1.95 -0.01  -1.08
N -1.19 -2.10 -0.93  -0.76
H 0.45 2.85 1.01  0.20
H -0.66 2.88 -0.31  0.20
H -1.02 2.01 1.24  0.20
H 1.24 0.65 0.53  0.18
H 0.59 1.04 -1.13  0.17
H -1.56 0.06 0.04  0.37
H 1.71 -1.33 -0.30  0.35
H 1.20 -2.64 0.69  0.36
H -0.93 -3.07 -1.10  0.34

Its net charge is -1. As for the spin multiplicity: 2. The relative energy (zero: lowest compared OMol25 entry of this formula, charge and spin) is 13.2 kcal/mol. For the HOMO energy (spin up / spin down), the calculation gives 1.325 / -5.266 eV. As for the expectation value of S²: 0.750.

---

No. 4
# C3H9N3

A 2-piece molecular cluster, C3H9N3 overall (the ωB97M-V functional and the def2-TZVPD basis, the OMol25 dataset).

Each line ends with the natural charge from an NBO analysis.
Atoms and positions in Å:
C -1.92 0.44 -0.03  -0.45
C -3.72 -0.49 -1.20  -0.49
N -3.35 0.31 -0.18  -0.65
H -1.69 1.13 0.77  0.16
H -1.45 0.75 -0.98  0.12
H -1.51 -0.57 0.17  0.12
H -3.01 -1.23 -1.59  0.08
H -4.58 -0.27 -1.82  0.12
N 2.38 -0.01 1.62  -0.80
C 2.96 -0.06 0.35  0.28
N 3.75 0.80 -0.13  -0.72
H 2.44 -0.94 2.01  0.37
H 2.88 0.69 2.16  0.38
H 2.74 -1.00 -0.16  0.14
H 4.09 0.43 -1.01  0.34

Its net charge is -1. As for the spin multiplicity: 2. The relative energy (zero: lowest compared OMol25 entry of this formula, charge and spin) is 37.1 kcal/mol. For the HOMO energy (spin up / spin down), the calculation gives 0.760 / -2.412 eV. As for the expectation value of S²: 0.754.

---

No. 5
# C3H9N3

An isolated molecule of C3H9N3 (the ωB97M-V functional and the def2-TZVPD basis, the OMol25 dataset).

Each line ends with the natural charge from an NBO analysis.
Atoms and positions in Å:
C -2.64 0.02 -0.08  -0.44
N -1.34 0.81 0.05  -0.44
C -0.39 -0.05 -0.01  0.24
N 0.99 0.22 -0.31  -0.29
C 1.88 -0.87 0.06  -0.42
N 1.36 1.56 -0.06  -0.62
H -3.27 0.66 -0.78  0.21
H -2.45 -1.05 -0.39  0.17
H -3.27 -0.05 0.94  0.19
H -0.68 -1.13 -0.22  0.13
H 2.07 -0.69 1.13  0.18
H 2.75 -0.99 -0.67  0.21
H 1.25 -1.71 -0.08  0.21
H 2.25 1.74 -0.50  0.35
H 1.48 1.53 0.93  0.32

Its net charge is 0. The relative energy (zero: lowest compared OMol25 entry of this formula, charge and spin) is 69.7 kcal/mol. For the HOMO energy, the calculation gives -8.520 eV.

---

No. 6
# C3H9N3

A 2-piece molecular cluster, C3H9N3 overall (the ωB97M-V functional and the def2-TZVPD basis, the OMol25 dataset).

Each line ends with the natural charge from an NBO analysis.
Atoms and positions in Å:
C -1.62 -0.84 -0.37  -0.64
C 0.39 1.40 -0.43  -0.50
C -0.95 -0.28 0.85  -0.29
N 2.43 -0.50 -0.14  -0.32
N 2.00 -0.57 0.91  0.04
N 0.14 0.71 0.76  -0.28
H -1.02 -0.46 -1.21  0.21
H -1.65 -1.90 -0.30  0.21
H -2.69 -0.51 -0.52  0.21
H 0.87 2.29 -0.17  0.21
H 1.23 0.79 -0.99  0.21
H -0.44 1.48 -1.14  0.19
H -1.48 0.40 1.49  0.23
H -0.68 -1.08 1.46  0.20
H 3.49 -0.94 -0.19  0.31

Its net charge is 0. The relative energy (zero: lowest compared OMol25 entry of this formula, charge and spin) is 122.3 kcal/mol. For the HOMO energy (spin up / spin down), the calculation gives -8.170 / -7.890 eV.

---

No. 7
# C3H9N3

C3H9N3 as an isolated structure (the ωB97M-V functional and the def2-TZVPD basis, the OMol25 dataset).

Each line ends with the natural charge from an NBO analysis.
Atoms and positions in Å:
C -0.99 0.25 -0.25  0.36
C 1.39 0.68 1.07  -0.70
N -2.12 0.98 -0.51  -0.78
N -1.26 -1.07 -0.07  -0.78
C 1.76 -0.17 0.04  0.29
N 1.70 -1.41 -0.18  -0.91
H 0.02 0.58 -1.03  0.22
H -2.97 0.80 0.01  0.38
H -2.03 1.86 -1.00  0.41
H -0.45 -1.69 -0.09  0.45
H -2.05 -1.37 0.49  0.38
H 2.36 -2.13 -0.42  0.40
H 1.83 0.40 2.03  0.20
H 1.62 1.74 0.95  0.20
H 1.21 0.55 -1.04  -0.10

Its net charge is 0. The relative energy (zero: lowest compared OMol25 entry of this formula, charge and spin) is 147.7 kcal/mol. For the HOMO energy, the calculation gives -6.836 eV.

---

No. 8
# C3H9N3

An isolated molecule of C3H9N3 (the ωB97M-V functional and the def2-TZVPD basis, the OMol25 dataset).

Each line ends with the natural charge from an NBO analysis.
Atoms and positions in Å:
C 0.87 0.11 -0.79  -0.27
C -0.48 1.94 -0.13  -0.28
N -0.09 1.06 -1.08  -0.46
C 0.20 -0.72 0.78  0.19
N -0.98 -1.47 0.51  -0.86
N 1.23 -1.27 1.39  -0.74
H -0.80 0.79 -1.75  0.40
H -0.81 -2.29 -0.04  0.36
H -1.75 -0.93 0.14  0.36
H 1.07 -2.27 1.54  0.32
H 1.78 0.50 -0.36  0.22
H 1.03 -0.62 -1.58  0.20
H -1.40 2.47 -0.27  0.20
H -0.15 0.34 1.12  0.16
H 0.28 2.34 0.52  0.20

Its net charge is 0. The relative energy (zero: lowest compared OMol25 entry of this formula, charge and spin) is 92.1 kcal/mol. For the HOMO energy (spin up / spin down), the calculation gives -7.387 / -7.101 eV.

---

In Eh/bohr, the maximum force values for the records above are, in order, 0.087 0.108 0.044 0.031 0.052 0.097 0.094 0.016.